Molecular formula: C4H25O11S
Method: DFT, ωB97M-V/def2-TZVPD

The lowest unoccupied orbital energy comes out at 2.73 eV. Its orbital gap is 9.2072 eV. Its total charge is -1.

Structure (XYZ):
```
41
Properties=species:S:1:pos:R:3:forces:R:3
O -0.9156 2.3693 -0.0506 -0.142 0.259 -0.486
C -0.9011 1.2165 0.4533 -0.295 1.691 1.419
O -0.7305 1.0552 1.6861 0.388 -0.378 0.515
C -1.2717 0.0363 -0.3095 -1.276 -0.347 0.342
C -2.8513 -0.1790 -0.0578 3.085 -1.197 0.002
C -3.4193 -0.3535 -1.4221 1.014 -1.514 -0.169
S -2.4433 -1.5413 -2.5397 0.510 -0.723 0.106
H -0.7584 -0.7881 0.1397 0.521 -0.694 -0.307
H -1.0597 0.1939 -1.3479 0.218 -0.258 -0.435
H -2.9512 -1.1019 0.6066 -0.276 1.497 -0.712
H -3.0919 0.7764 0.3693 -1.132 0.013 0.569
H -4.3179 -0.9400 -1.3753 -1.077 0.930 -0.355
H -3.3148 0.6157 -1.9231 -0.843 -0.442 -0.259
H -1.5547 -2.3268 -1.7684 -1.182 1.247 -0.340
H 1.1032 1.5447 1.6339 -1.253 0.315 0.026
H 0.7876 2.8701 0.6885 0.369 -1.753 1.203
O 1.4564 2.2324 1.0785 1.682 2.271 -1.016
H 2.9837 1.4982 0.5926 -0.016 -0.989 -0.391
H 3.1538 -0.0254 0.9877 0.392 1.477 -1.306
O 3.3410 0.6386 0.2326 -0.123 -0.973 2.185
H -0.5891 -2.3731 2.4321 -0.490 0.445 0.411
H 0.5396 -2.7717 1.4610 -0.308 -0.479 -0.077
O 0.1885 -2.9289 2.3568 0.839 -0.592 -0.715
H 1.4506 -2.1484 -0.9224 0.186 3.441 -3.021
H 2.2373 -3.3232 -0.5110 2.625 -1.464 -0.633
O 1.4793 -2.8461 -0.3555 -2.918 -1.950 3.667
H 2.4047 -0.2854 -0.8248 -0.051 0.218 -3.106
H 2.4323 0.0155 -2.4902 -0.238 -0.118 1.435
O 2.1427 -0.6124 -1.7899 0.154 -0.121 1.416
H -0.5383 2.8650 -1.5245 -0.054 -0.768 -1.843
H -1.0272 2.2437 -2.8968 -1.000 -0.871 -0.323
O -0.3739 2.8183 -2.5521 0.776 1.464 1.613
H 2.0722 2.0278 -1.3298 0.113 0.397 -2.483
H 1.4625 2.3971 -2.7590 -1.312 0.251 0.135
O 2.2757 2.2011 -2.3141 1.416 -0.596 2.359
H -2.2698 -0.7097 2.9641 -1.937 0.685 -0.507
H -0.8709 -0.3715 2.5898 0.882 2.156 -1.675
O -1.3860 -0.8945 3.1589 0.447 -2.910 2.519
H 1.4033 -0.3947 2.6614 -4.976 4.372 1.061
H 1.6551 -1.7561 2.4277 -1.207 -2.742 -0.075
O 2.0670 -0.9441 2.5439 6.492 -1.247 -0.750
```
Forces are in eV/Å.

Atomic partial charges in e from the Löwdin method, atoms 1 to 6:
1. O -0.045
2. C -0.680
3. O -0.049
4. C -0.149
5. C -0.213
6. C -0.492


Molecular formula: C13H20AlBBr2ClCsF9KMg2NO11
Method: DFT, ωB97M-V/def2-TZVPD

The lowest unoccupied orbital energy comes out at -9.06 eV. Its orbital gap is 1.2760 eV. Its total charge is +1.

Structure (XYZ):
```
63
Properties=species:S:1:pos:R:3:forces:R:3
C -0.2422 -0.6510 0.1105 0.684 0.434 0.530
C -1.6772 0.0258 0.6398 1.283 -0.076 -1.256
Br -1.6175 -0.1821 2.6635 -0.410 0.068 -1.169
C -2.9878 -0.6768 -0.0492 0.969 0.042 0.196
Br -2.8104 -0.3288 -2.0497 0.805 -0.900 2.102
C -4.4351 -0.0373 0.4101 1.261 1.356 1.773
Cl -5.5549 0.2058 -1.0538 0.183 -1.200 2.137
C -4.2798 1.5376 0.9519 -2.700 1.060 -1.952
O -4.4061 1.7126 2.4306 -2.320 -4.221 -0.014
C -5.2495 0.5795 2.8646 -2.728 0.291 3.362
O -6.1261 0.4875 3.8975 6.341 0.980 -7.088
C -5.0208 -0.6869 1.7960 -0.841 0.089 1.469
C -6.5002 -1.3909 1.8263 -0.710 -0.528 -0.202
C -6.7567 -2.5271 0.6728 -0.397 -0.415 -3.436
O -6.0781 -3.6688 0.5351 -3.834 4.892 1.645
O -7.8883 -2.2536 -0.2745 4.252 0.592 3.690
H 0.4896 0.1771 -0.3324 -1.746 -1.684 1.029
H 0.3336 -1.1153 1.0437 -1.213 0.866 -2.171
H -0.4158 -1.4411 -0.7352 0.083 1.252 1.551
H -1.5638 1.1791 0.4246 -0.677 -2.452 0.532
H -2.9028 -1.8370 0.0785 -0.452 2.200 -0.032
H -5.3045 1.9945 0.5587 2.266 -0.760 0.809
H -3.4861 2.2232 0.4328 -1.122 -1.804 1.526
H -4.2956 -1.4071 2.4129 -1.186 1.664 -1.838
H -7.4009 -0.6108 1.8462 2.056 -1.748 -0.215
H -6.5754 -1.9587 2.8739 0.164 1.139 -1.729
H -8.0310 -1.2446 -0.1977 0.174 -1.912 -0.225
F -4.3310 1.1315 -3.2473 -0.517 1.026 -1.142
Mg -7.0310 -4.2042 2.3134 0.290 -0.752 0.137
N 3.1690 0.2648 -1.4314 5.769 6.722 1.012
O 4.3840 0.2818 -1.6892 -2.267 -1.002 -0.269
O 2.6199 1.2744 -0.9601 -0.563 -2.195 -0.658
O 2.5032 -0.7619 -1.6448 -3.944 -5.374 -2.024
K -4.0310 3.3648 -3.7950 -0.022 -0.019 -0.028
B 5.2690 -0.1029 1.4991 0.806 0.495 0.900
F 4.0095 -0.6883 1.0692 0.657 0.298 -0.005
F 5.4976 1.1386 0.7779 -0.381 -1.448 0.675
F 5.2150 0.1687 2.9263 -0.020 -0.395 -2.014
F 6.3539 -1.0305 1.2229 -1.322 0.895 0.094
C 6.8476 -0.1527 -5.2302 -0.190 -0.214 -0.353
C 7.7652 1.0253 -4.9441 -0.163 -0.149 0.668
C 8.7642 0.6957 -3.8463 0.291 0.052 0.056
O 6.9823 2.1486 -4.5485 -0.210 0.086 -0.132
H 6.2663 -0.4217 -4.3411 0.196 0.032 0.110
H 6.1261 0.1031 -6.0136 0.152 0.018 -0.014
H 7.4188 -1.0288 -5.5525 -0.073 0.044 0.042
H 8.3012 1.3048 -5.8576 -0.193 0.141 0.114
H 8.2508 0.4568 -2.9081 -0.022 -0.066 -0.133
H 9.4098 1.5567 -3.6424 -0.096 -0.145 -0.118
H 9.3928 -0.1550 -4.1270 -0.039 0.069 0.067
H 6.5028 1.9096 -3.7379 0.282 0.112 -0.208
Mg 1.9690 -2.0974 -2.9919 1.234 2.082 1.975
F 1.6955 -4.0402 5.5513 -1.062 1.812 -1.594
Al 1.3690 -2.4724 4.7274 2.688 1.526 2.188
F 2.8268 -1.4208 4.8385 -2.676 -1.845 -0.313
F -0.0237 -1.6542 5.5240 1.145 -1.435 -1.609
F 0.9773 -2.7745 2.9956 1.433 0.938 1.368
C -2.3423 4.7527 2.1062 -0.043 1.653 -0.233
O -1.5019 3.9832 2.6312 1.060 1.115 0.123
O -3.4401 4.0908 1.7692 -0.570 -0.452 -0.359
O -2.3054 5.9800 1.8653 0.803 -1.217 0.538
H -3.0654 3.2522 2.1071 -1.045 -0.625 0.101
Cs -1.0310 -3.9834 2.8071 -1.575 -1.007 0.013
```
Forces are in eV/Å.

Atomic partial charges in e from the Löwdin method, atoms 1 to 6:
1. C -0.164
2. C -0.645
3. Br 0.741
4. C -0.591
5. Br 0.762
6. C -0.610


Molecular formula: C56H57N3NiP3
Method: DFT, ωB97M-V/def2-TZVPD

The relative energy (zero: lowest compared OMol25 entry of this formula, charge and spin) is 0.00 kJ/mol. The lowest unoccupied orbital energy comes out at -2.16 eV. Its orbital gap is 7.6998 eV. Its total charge is +1.

Structure (XYZ):
```
120
Properties=species:S:1:pos:R:3:forces:R:3
Ni 0.1849 0.0322 0.7968 0.940 0.408 0.814
C 1.5078 3.1971 0.6267 -0.018 0.071 0.056
N 2.5580 2.7644 -0.2516 0.024 0.057 -0.101
C 3.3749 1.6969 0.2572 -0.029 -0.081 0.039
P 2.4547 0.0866 0.2261 -0.408 0.035 -0.515
C 3.4061 -0.9155 1.4026 -0.075 -0.037 0.129
C 3.5276 -0.4263 2.7069 0.013 -0.033 -0.024
C 4.1938 -1.1577 3.6775 -0.004 0.014 0.002
C 4.7459 -2.3915 3.3576 -0.001 0.003 0.013
C 4.6162 -2.8918 2.0706 0.005 -0.030 -0.008
C 3.9411 -2.1647 1.0986 -0.014 0.015 0.001
C 2.8156 -0.5406 -1.4423 0.050 -0.025 -0.018
C 4.1131 -0.8121 -1.8830 -0.009 0.017 -0.018
C 4.3466 -1.1621 -3.2038 0.023 0.002 0.022
C 3.2899 -1.2263 -4.1056 0.011 -0.002 0.000
C 1.9985 -0.9550 -3.6804 -0.016 -0.043 0.006
C 1.7635 -0.6228 -2.3528 -0.027 -0.180 0.045
C 2.8943 3.4480 -1.4364 0.016 0.020 -0.014
C 2.4984 4.7683 -1.6674 -0.027 -0.014 0.015
C 2.8115 5.4022 -2.8603 -0.007 -0.005 -0.006
C 3.5296 4.7508 -3.8514 0.004 0.023 -0.014
C 3.9308 3.4432 -3.6272 -0.002 -0.018 0.020
C 3.6133 2.7940 -2.4434 0.007 0.005 0.005
P -0.1035 2.2502 0.5253 -0.027 -0.231 0.098
C -0.6730 2.6023 -1.1770 0.011 -0.016 -0.020
C 0.1306 2.2200 -2.2478 0.032 0.028 0.018
C -0.2721 2.4477 -3.5572 0.028 -0.015 0.006
C -1.4909 3.0557 -3.8104 -0.028 0.007 0.003
C -2.3080 3.4278 -2.7488 -0.025 -0.019 -0.007
C -1.9076 3.1962 -1.4431 0.079 -0.035 -0.023
C -1.0803 3.3680 1.5882 -0.063 0.017 -0.046
C -1.6576 2.9741 2.7913 -0.029 0.030 -0.043
C -2.3359 3.8949 3.5819 -0.003 -0.013 0.031
C -2.4410 5.2169 3.1845 -0.009 0.005 0.005
C -1.8613 5.6251 1.9892 0.018 -0.010 -0.026
C -1.1853 4.7101 1.2001 -0.031 0.027 0.023
H 1.2779 4.2453 0.4699 -0.059 -0.001 -0.002
H 1.8237 3.1163 1.6731 0.055 -0.008 0.013
H 3.6676 1.9019 1.2925 -0.011 0.017 0.042
H 4.2935 1.6058 -0.3177 0.035 -0.020 -0.002
H 3.0876 0.5285 2.9750 -0.001 -0.008 0.003
H 4.2831 -0.7648 4.6828 -0.003 -0.011 -0.036
H 5.2756 -2.9604 4.1110 -0.009 0.010 -0.015
H 5.0470 -3.8530 1.8170 -0.015 0.025 0.003
H 3.8369 -2.5771 0.1034 0.021 0.026 -0.002
H 4.9495 -0.7365 -1.1971 -0.005 -0.013 0.015
H 5.3562 -1.3723 -3.5338 -0.025 0.005 0.004
H 3.4773 -1.4875 -5.1395 -0.002 0.007 0.021
H 1.1701 -1.0010 -4.3775 0.029 -0.004 0.024
H 0.7482 -0.4150 -2.0296 0.029 -0.019 0.012
H 1.9462 5.3280 -0.9248 0.025 -0.025 -0.017
H 2.4916 6.4266 -3.0069 0.009 -0.026 0.003
H 3.7720 5.2533 -4.7789 -0.012 -0.022 0.041
H 4.4881 2.9061 -4.3857 -0.016 0.016 0.020
H 3.9044 1.7577 -2.3274 -0.017 0.054 -0.011
H 1.0896 1.7538 -2.0724 -0.081 0.088 -0.006
H 0.3787 2.1570 -4.3739 -0.013 0.015 0.031
H -1.8067 3.2405 -4.8296 0.004 -0.002 0.025
H -3.2671 3.8949 -2.9375 0.030 -0.022 0.007
H -2.5652 3.4703 -0.6311 -0.008 0.019 -0.010
H -1.5896 1.9493 3.1147 -0.003 -0.064 0.016
H -2.7839 3.5671 4.5120 0.014 0.011 -0.033
H -2.9722 5.9311 3.8014 0.016 -0.020 -0.019
H -1.9386 6.6566 1.6690 0.003 -0.025 0.009
H -0.7588 5.0438 0.2613 0.000 -0.004 0.000
C -7.3141 1.5106 0.3609 -0.013 -0.015 0.002
C -7.0390 0.2074 -0.0298 -0.015 0.001 -0.006
C -5.7247 -0.2275 -0.1361 0.020 0.022 -0.054
C -4.6703 0.6396 0.1440 -0.021 -0.017 0.105
C -4.9585 1.9511 0.5252 -0.049 -0.028 0.039
C -6.2717 2.3835 0.6407 0.032 0.014 0.002
P -2.8993 0.1845 0.0728 0.055 -0.074 -0.244
C -2.9710 -1.3463 -0.9298 0.080 -0.017 0.019
C -2.8748 -1.1968 -2.3149 0.077 -0.019 0.006
C -2.9785 -2.2955 -3.1562 0.002 -0.008 -0.004
C -3.1840 -3.5613 -2.6218 -0.002 -0.001 -0.022
C -3.2745 -3.7206 -1.2456 0.048 -0.026 0.044
C -3.1529 -2.6224 -0.4021 -0.066 -0.017 -0.003
C -2.5172 -0.3688 1.7622 0.096 0.205 0.251
C -3.4840 -0.7801 2.6795 0.025 -0.019 0.018
C -3.1452 -0.9856 4.0091 -0.078 -0.007 -0.010
C -1.8454 -0.7449 4.4245 0.089 0.056 0.056
C -0.8748 -0.3558 3.5068 0.174 0.147 0.002
C -1.1799 -0.1663 2.1605 -0.535 -0.466 -0.771
H -8.3401 1.8463 0.4431 0.017 -0.004 -0.002
H -7.8513 -0.4740 -0.2528 0.031 0.022 0.007
H -5.5214 -1.2453 -0.4482 -0.015 0.024 0.016
H -4.1445 2.6347 0.7455 -0.010 -0.005 0.036
H -6.4814 3.4028 0.9422 0.007 -0.031 -0.007
H -2.7232 -0.2080 -2.7371 0.002 0.014 0.021
H -2.9100 -2.1622 -4.2288 -0.004 -0.007 0.012
H -3.2813 -4.4196 -3.2761 -0.001 0.035 0.023
H -3.4557 -4.7035 -0.8279 0.035 -0.001 0.013
H -3.2295 -2.7514 0.6721 0.016 -0.012 -0.019
H -4.5099 -0.9288 2.3605 0.003 0.048 -0.019
H -3.8964 -1.3071 4.7192 0.001 0.023 0.002
H -1.5843 -0.8452 5.4723 0.005 -0.026 -0.039
H 0.1274 -0.1473 3.8739 -0.017 -0.068 -0.010
C 1.7380 -4.3799 -1.5164 -0.022 0.044 -0.031
C 0.4254 -4.4862 -0.7431 0.051 0.020 0.072
N 0.5597 -4.2513 0.6954 0.099 0.082 -0.015
C 0.7442 -5.4359 1.5408 -0.020 -0.008 -0.014
C 2.1818 -5.9321 1.6299 0.004 0.029 0.012
C 0.6019 -3.0031 1.2148 -0.125 0.021 0.004
C 0.8749 -2.8799 2.6825 0.077 0.078 -0.025
N 0.4107 -1.9151 0.5197 -0.179 -0.073 0.162
H 1.5384 -4.3043 -2.5862 -0.004 -0.028 0.009
H 2.3732 -5.2498 -1.3544 0.005 0.035 0.026
H 2.2923 -3.4886 -1.2209 -0.018 0.060 -0.026
H -0.0012 -5.4814 -0.8613 -0.019 -0.005 -0.019
H -0.3165 -3.8044 -1.1530 -0.141 0.123 -0.029
H 0.1072 -6.2183 1.1283 -0.012 -0.011 -0.020
H 0.3543 -5.2244 2.5328 0.004 -0.022 0.008
H 2.5729 -6.1996 0.6491 -0.004 -0.008 0.005
H 2.2301 -6.8198 2.2621 -0.011 0.018 -0.003
H 2.8354 -5.1717 2.0608 -0.012 -0.016 -0.027
H 0.0021 -3.1858 3.2597 -0.030 0.017 0.012
H 1.0891 -1.8451 2.9161 0.018 -0.018 -0.007
H 1.7261 -3.4909 2.9791 -0.003 0.013 -0.002
H 0.2089 -2.1007 -0.4543 -0.047 -0.070 -0.159
```
Forces are in eV/Å.

Atomic partial charges in e from the Löwdin method, atoms 1 to 6:
1. Ni 0.088
2. C -0.273
3. N -0.185
4. C -0.267
5. P 1.083
6. C -0.348